{"formula": "C31H85N5O9", "method": "wB97M-V/def2-TZVPD", "species": ["C", "C", "O", "H", "H", "H", "H", "H", "H", "C", "C", "C", "O", "C", "N", "H", "H", "H", "H", "H", "H", "H", "H", "H", "H", "H", "C", "C", "C", "O", "C", "N", "H", "H", "H", "H", "H", "H", "H", "H", "H", "H", "H", "C", "C", "C", "O", "C", "N", "H", "H", "H", "H", "H", "H", "H", "H", "H", "H", "H", "C", "C", "C", "O", "C", "N", "H", "H", "H", "H", "H", "H", "H", "H", "H", "H", "H", "C", "C", "C", "O", "C", "N", "H", "H", "H", "H", "H", "H", "H", "H", "H", "H", "H", "C", "C", "C", "O", "H", "H", "H", "H", "H", "H", "H", "H", "C", "C", "C", "O", "H", "H", "H", "H", "H", "H", "H", "H", "C", "C", "C", "O", "H", "H", "H", "H", "H", "H", "H", "H"], "xyz": [[-4.8548, -0.6161, 3.8200], [-3.4240, -0.9738, 3.4688], [-3.4085, -1.7675, 2.3241], [-5.3969, -0.2017, 2.9499], [-4.8960, 0.0479, 4.6451], [-5.3718, -1.4803, 4.1439], [-2.9707, -1.5763, 4.2517], [-2.7809, -0.0925, 3.3656], [-2.4679, -1.8373, 2.0734], [-2.9052, 3.1526, -0.2425], [-4.1774, 2.7969, 0.5864], [-5.2041, 2.0142, -0.3099], [-4.5789, 0.6852, -0.5620], [-5.4196, -0.3502, -0.3177], [-3.9042, 2.0084, 1.7731], [-3.0781, 3.7338, -1.1605], [-2.4156, 2.2220, -0.5014], [-2.3088, 3.7463, 0.4430], [-4.7205, 3.6948, 0.8949], [-5.3331, 2.4286, -1.3521], [-6.2160, 1.9269, 0.1546], [-6.0808, -0.5083, -1.2394], [-6.0630, -0.1165, 0.4698], [-4.8266, -1.2113, -0.0560], [-3.8971, 1.0158, 1.6069], [-3.0547, 2.3570, 2.2162], [0.9685, 3.6800, -1.3748], [1.3188, 4.0239, 0.0115], [2.8068, 4.3362, 0.1355], [3.5869, 3.1497, -0.0890], [4.9893, 3.4078, -0.2626], [0.5688, 5.2075, 0.3971], [1.1022, 4.5730, -1.9788], [-0.1014, 3.3274, -1.3693], [1.5663, 2.8946, -1.7937], [1.1306, 3.2474, 0.7199], [3.0718, 4.7499, 1.1216], [3.0789, 5.1210, -0.5874], [5.5256, 2.5332, -0.5661], [5.4263, 3.8690, 0.6495], [5.1455, 4.1439, -1.0803], [-0.0093, 5.4914, -0.3271], [-0.0455, 4.8894, 1.1523], [2.1469, -5.8072, 0.9919], [1.4265, -4.4672, 1.1930], [2.2725, -3.6010, 2.2177], [1.5680, -2.4992, 2.6285], [1.9830, -1.8285, 3.7962], [1.3803, -3.7927, -0.1014], [1.7287, -6.3192, 0.1012], [2.1453, -6.4793, 1.8265], [3.1707, -5.6389, 0.8102], [0.4380, -4.6800, 1.5431], [3.2085, -3.3784, 1.6291], [2.5106, -4.2987, 2.9899], [1.2548, -1.0351, 3.8941], [2.9558, -1.5381, 3.6729], [1.9157, -2.5093, 4.6180], [1.3249, -4.3174, -0.9928], [0.6625, -3.0470, -0.1233], [1.0519, 0.4007, -3.4828], [-0.2495, -0.0157, -4.2087], [-1.0735, 1.2774, -4.3944], [-2.2645, 1.0573, -5.1173], [-3.3309, 0.5895, -4.2620], [0.0909, -0.7422, -5.3830], [1.6360, -0.4313, -3.0883], [0.8169, 0.9482, -2.5530], [1.6645, 0.9858, -4.1428], [-0.7844, -0.6769, -3.5026], [-0.5596, 2.1088, -4.9867], [-1.2424, 1.6597, -3.3383], [-3.2556, -0.4400, -3.9949], [-4.2746, 0.7728, -4.8166], [-3.2590, 1.2152, -3.3493], [0.3587, -0.0839, -6.0785], [-0.7991, -1.1786, -5.7121], [2.2968, 3.4478, 4.4523], [1.0443, 2.7929, 3.9434], [0.4360, 2.0235, 5.1124], [-0.6062, 1.2459, 4.6618], [-1.5377, 1.1182, 5.7045], [0.1619, 3.8147, 3.3719], [2.1460, 3.7148, 5.4847], [2.5175, 4.3708, 3.9284], [3.1672, 2.7835, 4.5203], [1.1860, 2.1199, 3.1397], [0.1285, 2.7955, 5.8170], [1.2609, 1.5004, 5.6566], [-1.9413, 2.0743, 6.0898], [-1.1405, 0.6081, 6.6000], [-2.2993, 0.4833, 5.2315], [-0.2225, 4.4167, 4.1233], [-0.7082, 3.4450, 2.9897], [4.2653, -1.7861, -3.0727], [4.3960, -1.4175, -1.5705], [4.9224, 0.0112, -1.4415], [3.1509, -1.4933, -0.8480], [3.7993, -0.9324, -3.5491], [3.6471, -2.6533, -3.1858], [5.2429, -1.9672, -3.5824], [5.1061, -2.1230, -1.0850], [5.9005, 0.1143, -1.7743], [4.9167, 0.1516, -0.3624], [4.2380, 0.6988, -1.8557], [2.7238, -2.4046, -0.9124], [-1.1795, -3.8853, -3.8860], [0.1097, -4.6356, -3.5712], [0.3971, -5.6442, -4.6613], [1.1946, -3.6655, -3.4406], [-2.1070, -4.4455, -3.9542], [-1.0461, -3.3248, -4.8420], [-1.3144, -3.1493, -3.1131], [0.0679, -5.0590, -2.6025], [-0.3485, -6.4303, -4.6201], [1.3987, -6.0168, -4.5629], [0.3228, -5.0721, -5.5460], [1.2303, -3.1695, -4.2859], [0.6106, 0.1719, 1.0062], [-0.6869, -0.5548, 0.6986], [-1.0161, -0.7568, -0.7720], [-0.7388, -1.8688, 1.3546], [0.5878, 0.4485, 2.0219], [0.6386, 1.0434, 0.4242], [1.4286, -0.5095, 0.7309], [-1.4940, 0.0801, 1.0946], [-0.1572, -1.0753, -1.3485], [-1.3672, 0.2216, -1.2103], [-1.7644, -1.6373, -0.9019], [0.0418, -1.9724, 1.9126]], "forces_ev_per_angstrom": [[0.38, 0.13, -1.15], [-0.14, -0.05, 0.51], [0.25, 0.01, -1.00], [0.36, -0.02, 0.47], [0.01, 1.01, 0.68], [-0.58, -1.14, 0.14], [0.02, 0.08, 0.72], [-0.14, 0.19, -0.23], [-0.14, -0.36, -0.29], [-0.97, 0.04, 0.70], [-1.11, -0.51, -1.74], [1.21, -0.86, -0.91], [0.55, 3.14, 0.39], [-1.11, -1.31, -2.27], [-0.01, 0.97, 0.27], [-0.19, -0.12, 0.35], [0.30, -0.14, -0.02], [0.59, 0.08, -0.15], [0.27, 0.25, -0.07], [0.14, 0.16, 1.24], [0.86, -0.18, -0.13], [0.65, -0.38, 1.03], [-1.22, 0.08, 1.59], [0.01, -0.53, -0.11], [0.47, -0.14, -0.21], [-0.26, -0.59, -0.01], [-1.47, -0.98, -0.64], [1.45, 0.95, 0.48], [1.04, -0.08, 0.10], [0.45, 0.15, -0.29], [-0.89, 1.73, 0.07], [0.43, -0.72, 2.56], [-0.22, 0.09, -0.32], [0.83, 0.47, -0.41], [0.42, -0.42, -0.17], [-0.30, -0.83, 0.37], [-0.34, -0.12, -0.02], [-0.04, -0.12, -0.13], [-0.04, -0.76, 0.21], [-0.15, -0.43, -0.31], [-0.19, -0.18, 0.29], [-1.22, 0.69, -1.67], [0.32, 0.71, -0.04], [-1.02, 0.13, -0.74], [1.46, -0.06, -0.46], [0.09, -1.68, -2.72], [-0.89, 0.48, -0.32], [-2.22, -1.10, -0.54], [-0.46, 1.21, -1.00], [0.18, 0.15, 0.57], [-0.51, -0.28, 0.63], [1.42, 0.37, -0.54], [-0.74, 0.15, 0.64], [-0.64, 0.25, 0.72], [0.26, -0.23, 1.22], [0.23, 0.47, 0.37], [2.55, 1.30, -0.10], [-0.08, -0.39, 0.88], [-0.05, 0.04, 1.28], [0.54, -0.73, 0.07], [-0.78, -0.39, 1.08], [1.02, 1.16, 2.03], [0.40, 0.56, -0.06], [-0.72, -0.40, 0.68], [0.16, 1.94, -0.62], [-1.66, -1.70, -0.52], [-0.09, -0.31, -0.46], [0.04, 0.23, -0.56], [0.40, 0.47, -0.23], [-0.04, 0.18, -0.46], [-0.11, -1.24, 0.82], [-0.18, -0.09, -1.10], [0.20, -0.92, 0.15], [0.54, -0.13, 0.49], [-0.58, -0.45, -0.22], [0.35, 0.45, -0.89], [1.08, 0.49, -0.08], [0.73, -0.03, 0.22], [-0.70, 0.40, 0.50], [1.89, 1.04, -0.43], [-0.17, 0.10, 0.75], [-1.10, -1.12, 0.04], [-1.16, 0.90, 0.76], [-0.24, 0.42, 0.62], [0.24, -0.08, -0.30], [-0.16, 0.08, -0.53], [0.68, -0.85, -0.79], [-0.49, 0.14, 0.26], [-0.61, -0.38, -0.40], [0.08, -0.17, -0.61], [0.17, -0.07, -0.38], [-0.22, 0.38, 0.81], [0.68, -0.18, -0.40], [0.38, -0.60, -0.06], [0.66, 0.42, 0.62], [0.31, -0.67, -0.60], [-1.47, -1.84, 2.31], [-0.16, -0.82, -0.73], [-0.23, 0.03, -0.38], [-0.39, -0.57, -0.21], [-0.59, 0.15, 0.62], [-0.19, 0.35, -0.23], [1.73, 0.20, -0.93], [0.14, 0.55, 0.18], [-0.68, 0.87, -0.70], [0.81, 1.26, 0.22], [0.33, 0.80, -0.43], [0.22, 1.15, -0.89], [-0.05, 0.24, 1.34], [-0.60, -0.33, -0.79], [0.14, -0.49, -0.02], [-0.09, -0.43, 0.54], [-0.19, 0.48, 0.37], [-0.19, -0.72, 1.00], [0.00, -0.23, -0.25], [0.42, -0.45, 0.02], [-0.09, 0.20, -1.45], [0.01, -0.10, 0.63], [-0.43, -2.26, -1.01], [-0.74, -0.39, 0.29], [-0.94, -0.65, -0.46], [-0.47, 1.10, -0.60], [0.34, 0.18, 1.36], [0.29, 1.32, -0.94], [0.16, 0.53, 0.25], [-0.13, -0.37, 0.23], [0.55, -0.01, -0.07], [0.01, -1.15, 0.30], [0.79, 1.87, 0.30], [0.35, -0.12, 0.18]], "fmax_ha_per_bohr": 0.0641, "multiplicity": 1, "mol_weight_g_mol": 672.05, "charge": 0, "homo_energy_ev": -9.0231, "de_lowest_kcal_mol": 0.0, "total_energy_ha": -2182.88404}